Formula: C3H11N3O
Source: OMol25
Level of theory: wB97M-V/def2-TZVPD

Atoms and positions in Å:
N -0.58557 -0.44821 2.01903
C -1.01276 0.90121 2.11870
O -0.18980 1.74766 1.31888
H -0.75537 -0.84788 1.04806
H 0.39680 -0.68065 2.31300
H -2.09595 1.00432 1.82137
H -1.01067 1.19578 3.17564
H -0.39927 2.65399 1.54140
C 0.60966 0.06844 -1.32148
C 0.35890 -1.21247 -1.63376
N 0.43329 -2.31302 -0.70651
N 0.53162 1.12356 -2.30569
H 0.89501 0.46483 -0.35917
H 0.14117 -1.43135 -2.71251
H 1.38550 -2.42734 -0.37247
H 0.24548 -3.16780 -1.22352
H 1.35245 1.66267 -2.51989
H -0.30049 1.70626 -2.20108

Values from the calculation:
HOMO-LUMO gap in eV: 9.44
ΔE to the lowest compared entry with this formula, charge and spin in kcal per mole: 49.7
E_HOMO in eV: -8.50
SMILES: N/C=C/N.NCO
Strongest force on any atom in eV/A: 2.124

Mulliken population analysis, charges in e, atoms 1 to 5:
1 N -0.571
2 C -0.305
3 O -0.474
4 H 0.217
5 H 0.277